Run A
Computed, not measured: a cluster of 2 separate species, C3H12N3O in total, with the ωB97M-V functional and the def2-TZVPD basis.

For the molar mass, the calculation gives 106.1 g mol⁻¹.

The geometry in ORCA input format:
```
! RIJCOSX wB97M-V def2-TZVPD def2/J DEFGRID3
* xyz 1 1
C 0.12 0.25 -2.04
O -1.05 0.83 -2.61
C 0.67 1.14 -0.94
N 1.32 0.39 0.15
H -0.18 -0.75 -1.71
H 0.89 0.13 -2.81
H -0.80 1.68 -3.00
H 1.36 1.87 -1.38
H -0.18 1.69 -0.50
H 1.95 0.99 0.67
H 1.92 -0.31 -0.28
N -1.45 -0.59 0.94
C -0.64 -0.58 1.98
N -0.26 -1.68 2.60
H -2.04 -1.39 0.80
H -1.29 0.08 0.20
H -0.34 0.37 2.41
H 0.47 -1.54 3.28
H -0.47 -2.60 2.26
*
```

Löwdin atomic charge list, values in e, 6 entries: -0.27, -0.06, -0.26, -0.01, 0.11, 0.12

=====

Run B
Computed, not measured: a cluster of 2 separate species, C3H12N3O in total, with the ωB97M-V functional and the def2-TZVPD basis.

For the molar mass, the calculation gives 106.1 g mol⁻¹.

The geometry in ORCA input format:
```
! RIJCOSX wB97M-V def2-TZVPD def2/J DEFGRID3
* xyz 1 1
C 0.79 -2.16 0.88
C 1.16 0.24 0.49
N 0.69 1.50 -0.10
N 0.45 -0.92 0.25
N 2.27 0.26 1.32
H 0.28 1.61 -1.16
H 1.25 2.32 -0.03
H -0.17 -0.80 -0.54
H 2.81 -0.50 1.61
H 2.60 1.30 1.66
H -0.21 -2.70 1.11
H 1.30 -1.92 1.90
H 1.47 -2.77 0.32
C -2.54 0.83 -0.90
O -1.69 0.48 -1.99
H -2.12 0.69 -2.86
H -3.56 1.07 -1.42
H -2.76 -0.07 -0.23
H -2.02 1.55 -0.30
*
```

Löwdin atomic charge list, values in e, 6 entries: -0.06, -0.29, 0.12, 0.03, 0.16, 0.18

=====

Run C
Computed, not measured: a cluster of 2 separate species, C3H12N3O in total, with the ωB97M-V functional and the def2-TZVPD basis.

For the molar mass, the calculation gives 106.1 g mol⁻¹.

The geometry in ORCA input format:
```
! RIJCOSX wB97M-V def2-TZVPD def2/J DEFGRID3
* xyz 1 1
C 1.35 -1.03 0.78
C -0.36 -1.00 -1.71
C -0.04 1.02 0.69
N -1.42 1.46 0.43
N 0.03 -0.37 0.61
N -0.90 -0.85 -0.43
O 0.53 1.71 1.69
H 2.17 -0.58 0.14
H 1.38 -0.81 1.87
H 1.44 -2.01 0.58
H 0.00 0.02 -1.86
H 0.48 -1.60 -1.91
H -1.10 -1.39 -2.44
H 1.06 1.29 -1.00
H -1.72 0.57 -0.15
H -1.22 2.33 -0.13
H -1.88 1.63 1.36
H -1.31 -1.82 -0.13
H 1.51 1.43 1.62
*
```

Löwdin atomic charge list, values in e, 6 entries: 0.00, -0.14, -0.47, 0.23, -0.15, -0.11

=====

Computed stability ranking, most favorable first: run A, run B, run C

=====

Run A
Computed, not measured: a cluster of 2 separate species, C3H13N3O in total, with the ωB97M-V functional and the def2-TZVPD basis.

As for the SMILES: NCCNCN.O. For the molar mass, the calculation gives 107.2 g mol⁻¹.

The geometry in ORCA input format:
```
! RIJCOSX wB97M-V def2-TZVPD def2/J DEFGRID3
* xyz 0 1
C 1.84 0.85 0.23
N 0.61 0.39 -0.35
C -0.50 0.59 0.49
N -1.69 0.57 -0.34
C 3.05 0.44 -0.70
N 2.71 -1.03 -1.09
H 1.98 0.24 1.29
H 2.16 1.91 0.40
H 0.99 0.19 -1.31
H -0.50 1.64 0.93
H -0.52 -0.13 1.34
H -1.35 1.12 -1.20
H -1.85 -0.50 -0.58
H 3.05 1.03 -1.74
H 4.15 0.42 -0.44
H 2.70 -1.51 -0.21
H 3.65 -1.46 -1.32
H -7.13 -1.79 0.82
H -6.68 -1.79 2.25
O -6.68 -1.18 1.52
*
```

Löwdin atomic charge list, values in e, 6 entries: -0.30, -0.12, -0.39, -0.04, -0.25, -0.07

=====

Run B
Computed, not measured: a cluster of 2 separate species, C3H13N3O in total, with the ωB97M-V functional and the def2-TZVPD basis.

As for the SMILES: NCCNCN.O. For the molar mass, the calculation gives 107.2 g mol⁻¹.

The geometry in ORCA input format:
```
! RIJCOSX wB97M-V def2-TZVPD def2/J DEFGRID3
* xyz 0 1
C 0.68 -0.71 1.05
N -0.19 -1.13 -0.06
C -1.62 -0.99 0.17
N -2.14 0.07 -0.70
C 1.74 0.26 0.58
N 2.47 -0.31 -0.57
H 1.18 -1.59 1.49
H 0.12 -0.25 1.86
H 0.00 -2.11 -0.21
H -1.83 -0.69 1.20
H -2.11 -1.94 0.02
H -3.14 -0.05 -0.83
H -1.74 -0.11 -1.62
H 1.26 1.23 0.37
H 2.43 0.49 1.40
H 1.82 -0.24 -1.35
H 3.24 0.32 -0.80
H -1.13 1.90 -0.77
H -0.07 3.04 -0.75
O -0.97 2.81 -0.49
*
```

Löwdin atomic charge list, values in e, 6 entries: -0.24, -0.06, -0.31, 0.00, -0.29, -0.01

=====

Computed stability ranking, most favorable first: run B, run A